Record 1
Computed, not measured: C32H30ClIrN5O2S as an isolated structure, with wB97M-V/def2-TZVPD.

XYZ file:
```
72
Properties=species:S:1:pos:R:3:mulliken_charge:R:1
Ir 0.5750 -0.5145 0.6941 3.08
N -1.9055 -0.5246 4.2681 -0.51
C -1.2901 -0.4514 3.0541 0.72
S 0.4459 -0.5003 3.0375 -0.79
N -2.1059 -0.3649 2.0221 -1.84
N -1.4378 -0.2636 0.8565 0.55
C -2.1223 -0.0690 -0.2400 0.70
C -3.5806 0.1772 -0.2369 -0.98
C -4.4557 -0.6482 -0.9363 0.06
C -5.8200 -0.3916 -0.9267 -0.84
C -6.3157 0.6941 -0.2196 -0.41
C -5.4450 1.5182 0.4831 -0.85
C -4.0830 1.2616 0.4787 -0.10
C -1.2975 -0.0439 -1.4595 0.64
C -1.8006 0.2594 -2.7225 -0.89
C -0.9398 0.2889 -3.8030 -0.78
C 0.4080 0.0321 -3.6131 -1.13
C 0.8555 -0.2529 -2.3361 -0.01
N 0.0300 -0.3052 -1.2911 -0.07
H -1.3350 -0.3799 5.0812 0.25
H -2.8644 -0.2236 4.3015 0.25
H -4.0658 -1.5000 -1.4818 0.48
H -6.4938 -1.0439 -1.4685 0.39
H -7.3796 0.8968 -0.2127 0.37
H -5.8297 2.3639 1.0396 0.41
H -3.3877 1.8803 1.0344 0.49
H -2.8518 0.4790 -2.8390 0.59
H -1.3207 0.5249 -4.7889 0.41
H 1.1119 0.0622 -4.4324 0.49
H 1.8958 -0.4441 -2.1112 0.35
O 2.8065 1.9222 -0.8182 -0.73
C 1.9650 2.3406 -0.0387 -0.30
N 0.9812 1.6492 0.6155 0.34
C 0.1215 2.5616 1.2082 0.07
O -0.9427 2.3214 1.7104 -0.61
C 0.7058 3.9404 1.0563 -0.12
C 0.2774 5.1717 1.5090 -0.32
C 1.0448 6.2811 1.1625 -0.50
C 2.1893 6.1431 0.3787 -0.48
C 2.5981 4.8927 -0.0803 -0.43
C 1.8335 3.8059 0.2854 0.43
H -0.6196 5.2633 2.1085 0.48
H 0.7506 7.2670 1.5018 0.39
H 2.7647 7.0247 0.1226 0.38
H 3.4788 4.7691 -0.6974 0.49
C 3.8308 -0.1817 2.4334 -1.53
C 3.4447 -1.3921 1.5899 0.88
C 4.7074 -2.1339 1.1451 -1.70
C 2.5969 -0.9717 0.3866 -1.27
H 4.3573 -0.4746 3.3475 0.40
H 2.9573 0.4059 2.7176 0.26
H 4.4914 0.4731 1.8554 0.32
H 2.8698 -2.0849 2.2212 0.08
H 5.3134 -1.4922 0.4971 0.32
H 4.4533 -3.0300 0.5741 0.30
H 5.3280 -2.4398 1.9947 0.46
H 2.6200 -1.7937 -0.3452 0.30
H 3.1213 -0.1387 -0.0940 0.62
Cl 0.1751 -5.1851 -4.6915 -0.28
C 0.1934 -4.4650 -3.0935 0.44
C -0.9543 -3.8705 -2.6000 -0.98
C -0.9273 -3.3005 -1.3375 -0.08
C 0.2255 -3.2927 -0.5444 -0.25
C 0.2437 -2.6060 0.7802 -1.56
C 1.3558 -3.9221 -1.0777 0.19
C 1.3515 -4.5030 -2.3380 -0.98
H -1.8564 -3.8575 -3.1982 0.42
H -1.8298 -2.8419 -0.9474 0.47
H 1.0036 -3.0631 1.4196 0.70
H -0.7231 -2.7822 1.2680 0.54
H 2.2623 -3.9488 -0.4847 0.36
H 2.2390 -4.9785 -2.7343 0.42
```

The total energy comes out at -71418.132 eV. Its molar mass is 776.4 g mol⁻¹. The HOMO energy comes out at -4.397 eV. The charge is -1. For the energy relative to the best compared isomer or geometry (same formula, charge and spin), the calculation gives 0.058 eV. The calculation puts the frontier orbital gap at 0.250 Ha.

Record 2
Computed, not measured: a 4-piece molecular cluster, C31H73N4O2PSi overall, with wB97M-V/def2-TZVPD.

XYZ file:
```
112
Properties=species:S:1:pos:R:3:mulliken_charge:R:1
C -3.2816 -3.0756 -3.2622 -0.63
C -2.7005 -2.2916 -2.3825 -0.43
C -1.8799 -1.0517 -1.7307 0.05
C -1.5580 -1.3888 -0.1866 -0.41
C -0.4984 -2.5936 0.0124 -0.06
Si 1.3222 -2.0127 0.1660 -0.90
C 2.4647 -3.4971 -0.3799 -0.56
C 2.6265 -3.5813 -2.0116 -0.56
C 1.2486 -4.1231 -2.6524 0.14
C 1.4015 -4.8597 -4.0756 -0.71
N 2.1017 -4.0192 -5.1164 -0.60
C 1.7860 -0.5498 -0.9964 -0.20
O 1.5739 0.7751 -0.4261 -0.31
C 0.7338 1.6156 -1.2591 0.05
C 1.3363 1.9181 -2.7348 -0.75
P 1.7385 -1.6371 2.3041 0.07
C 3.5605 -1.1621 2.5864 -0.96
O 0.8299 -0.2410 2.7830 -0.23
H -3.9100 -3.6375 -4.0562 0.35
H -0.8995 -0.8277 -2.3083 0.14
H -2.5465 -0.1018 -1.7403 0.50
H -2.5480 -1.7145 0.3301 0.41
H -1.2023 -0.4264 0.3352 -0.05
H -0.7003 -3.3714 -0.8079 0.17
H -0.7671 -3.1118 1.0221 0.31
H 3.5373 -3.3389 0.0404 0.34
H 2.0221 -4.5132 -0.0545 0.36
H 3.4630 -4.3709 -2.1969 0.43
H 2.9855 -2.5769 -2.4649 0.20
H 0.8065 -4.9003 -1.9097 0.19
H 0.4991 -3.2287 -2.6761 -0.17
H 0.3197 -5.0329 -4.4823 0.28
H 1.9034 -5.8957 -3.9647 0.40
H 2.4965 -4.6856 -5.8055 0.23
H 1.3905 -3.4290 -5.5892 0.24
H 2.9362 -0.6414 -1.1851 0.34
H 1.2587 -0.7381 -2.0024 0.21
H 0.6898 2.6518 -0.7247 0.30
H -0.3792 1.2627 -1.2941 -0.04
H 0.4584 2.3345 -3.3822 0.36
H 2.1750 2.7056 -2.7344 0.06
H 1.6842 0.9602 -3.2948 0.27
H 4.0513 -1.9105 3.3182 0.31
H 4.1712 -1.1722 1.6032 0.26
H 3.6264 -0.0858 3.0211 0.29
H 0.2825 0.0969 2.0319 0.26
C -7.1225 -7.6079 0.7871 -1.42
C -5.6479 -7.2252 0.8600 -0.31
N -5.1203 -6.6332 -0.3672 0.13
C -3.6644 -6.5033 -0.3602 -0.95
C -3.0415 -5.5578 0.6624 -0.44
C -5.8410 -5.4705 -0.8813 -0.59
C -5.9674 -4.2512 0.0284 -0.64
H -7.3079 -8.3025 -0.0366 0.33
H -7.4231 -8.0994 1.7174 0.43
H -7.7683 -6.7340 0.6618 0.30
H -5.0915 -8.1446 1.0747 0.42
H -5.5016 -6.5656 1.7247 0.25
H -3.3225 -6.2145 -1.3611 0.37
H -3.2378 -7.5022 -0.2002 0.39
H -3.1598 -4.5123 0.3725 -0.16
H -1.9631 -5.7439 0.7273 0.37
H -3.4485 -5.6939 1.6664 0.35
H -6.8514 -5.7919 -1.1645 0.38
H -5.3905 -5.1579 -1.8316 0.19
H -6.2053 -4.5197 1.0596 0.27
H -6.7751 -3.6065 -0.3311 0.39
H -5.0568 -3.6510 0.0215 -0.05
C 3.4745 5.4668 -5.0315 -1.17
C 4.4319 6.4697 -4.3953 -0.34
N 3.8686 7.2060 -3.2644 0.08
C 4.7085 8.3227 -2.8341 -0.68
C 6.0846 7.9964 -2.2608 -0.95
C 3.3152 6.3967 -2.1799 -0.71
C 4.2475 5.4101 -1.4816 -0.92
H 2.5562 5.9575 -5.3650 0.32
H 3.9476 5.0068 -5.9044 0.44
H 3.2108 4.6573 -4.3445 0.08
H 4.7076 7.1851 -5.1783 0.45
H 5.3538 5.9432 -4.1180 0.24
H 4.1580 8.9287 -2.1051 0.35
H 4.8508 8.9882 -3.6954 0.40
H 6.0194 7.6180 -1.2396 0.22
H 6.6915 8.9080 -2.2179 0.39
H 6.6352 7.2761 -2.8693 0.27
H 2.4574 5.8365 -2.5737 0.37
H 2.8707 7.0585 -1.4263 0.32
H 4.8841 4.8662 -2.1824 0.22
H 3.6562 4.6659 -0.9394 0.33
H 4.8792 5.9091 -0.7460 0.32
C 0.6759 1.2961 5.6465 -1.17
C -0.2889 2.2617 6.3268 -0.28
N -0.3618 3.5785 5.6977 0.09
C -1.0953 4.5564 6.4995 -0.69
C -2.5824 4.3087 6.7357 -0.95
C -0.6737 3.5914 4.2702 -0.69
C -1.9863 2.9532 3.8220 -1.00
H 1.6857 1.7135 5.6049 0.32
H 0.7208 0.3595 6.2106 0.44
H 0.3580 1.0449 4.6319 0.07
H 0.0582 2.3834 7.3593 0.41
H -1.2753 1.7844 6.3861 0.23
H -0.9698 5.5523 6.0585 0.35
H -0.6046 4.6242 7.4791 0.41
H -3.1786 4.5464 5.8533 0.22
H -2.9414 4.9609 7.5401 0.39
H -2.7961 3.2820 7.0395 0.27
H 0.1470 3.0959 3.7362 0.37
H -0.6384 4.6245 3.9025 0.31
H -2.1867 2.0064 4.3272 0.23
H -1.9452 2.7433 2.7486 0.35
H -2.8320 3.6233 3.9810 0.34
```

The total energy comes out at -60546.193 eV. Its molar mass is 593.0 g mol⁻¹. The HOMO energy comes out at -7.845 eV. The charge is 0. Its structure (SMILES) is C#CCCC[Si@@](CCCCN)(COCC)P(C)O.CCN(CC)CC.CCN(CC)CC.CCN(CC)CC. The calculation puts the frontier orbital gap at 0.304 Ha.

Record 3
Computed, not measured: C31H31Br2N3O3Zn as an isolated structure, with wB97M-V/def2-TZVPD.

XYZ file:
```
71
Properties=species:S:1:pos:R:3:mulliken_charge:R:1
C -2.4227 4.9821 0.3748 -1.06
N -2.1448 3.5693 0.4996 0.35
C -3.1531 2.6629 0.6520 0.16
O -4.3533 2.9412 0.7533 -0.78
C -2.5256 1.2690 0.6818 0.07
C -3.0669 0.3393 -0.3979 -0.21
C -4.5459 0.0618 -0.2395 0.56
C -5.4312 0.3604 -1.2802 -0.33
C -6.8065 0.2229 -1.0846 -0.57
C -7.2948 -0.2619 0.1351 -0.40
C -6.4026 -0.6230 1.1527 -0.65
C -5.0242 -0.4740 0.9608 -0.21
N -1.0991 1.5620 0.5162 0.62
C -0.1972 0.5517 0.5389 -0.38
C 1.1650 0.7066 0.3079 1.40
C 2.1305 -0.3109 0.3598 -1.70
C 3.5445 -0.0043 0.3169 1.15
C 4.5126 -1.0001 0.6292 -0.23
C 5.8679 -0.7453 0.5828 -0.57
C 6.3164 0.5466 0.2355 -0.29
N 7.7069 0.8273 0.1321 0.91
O 8.0530 1.9920 -0.1796 -0.74
O 8.5333 -0.0904 0.3374 -0.73
C 5.3949 1.5663 -0.0746 -0.51
C 4.0359 1.2921 -0.0474 -0.64
C -0.8072 3.0049 0.3408 0.37
C -0.2784 3.3099 -1.0680 -1.60
C 0.1166 3.5956 1.4147 -1.72
H -3.4985 5.1343 0.4760 0.38
H -1.9053 5.5523 1.1539 0.28
H -2.0994 5.3619 -0.6015 0.32
H -2.7053 0.8293 1.6844 0.24
H -2.8776 0.8005 -1.3808 0.23
H -2.4971 -0.6010 -0.3558 -0.13
H -5.0212 0.7361 -2.2214 0.33
H -7.4906 0.5024 -1.8858 0.35
H -8.3686 -0.3614 0.2932 0.35
H -6.7689 -1.0139 2.1042 0.34
H -4.3082 -0.7445 1.7445 0.37
H -0.6125 -0.4224 0.8286 0.58
H 1.4918 1.7115 0.0386 -0.80
H 1.8279 -1.2980 0.7219 0.23
H 4.1676 -1.9833 0.9559 0.22
H 6.6049 -1.5048 0.8344 0.44
H 5.7708 2.5624 -0.3105 0.41
H 3.3507 2.1147 -0.2734 0.21
H -1.0471 3.0568 -1.8117 0.35
H -0.0450 4.3795 -1.1390 0.47
H 0.6259 2.7385 -1.2881 0.36
H -0.3961 3.5795 2.3845 0.38
H 1.0539 3.0423 1.4958 0.36
H 0.3437 4.6373 1.1558 0.44
Br 5.4272 -4.9586 2.8120 -0.21
Zn 3.6463 -3.7775 3.5085 0.23
Br 1.6417 -2.7420 3.6266 -0.13
C 2.6133 -4.4817 -1.3334 -1.43
C 3.1830 -3.1825 -1.3524 -0.64
C 2.1332 -2.2113 -1.3423 -1.00
C 0.8806 -2.9107 -1.3021 0.59
C 1.1872 -4.3372 -1.2514 0.50
C 0.1484 -5.2759 -1.2413 -0.47
C -1.1783 -4.8212 -1.2227 -0.55
C -1.4777 -3.4408 -1.2569 -0.69
C -0.4518 -2.4903 -1.3119 -0.19
H 3.1237 -5.4488 -1.4025 0.34
H 4.2479 -2.9700 -1.3260 0.55
H 2.2321 -1.1704 -1.6418 0.61
H 0.4039 -6.3416 -1.2633 0.31
H -1.9896 -5.5523 -1.1882 0.32
H -2.5255 -3.1236 -1.2689 0.36
H -0.6655 -1.4273 -1.3961 0.54
```

The total energy comes out at -231764.863 eV. Its molar mass is 718.8 g mol⁻¹. The HOMO energy comes out at 0.414 eV. The charge is -2. For the energy relative to the best compared isomer or geometry (same formula, charge and spin), the calculation gives 0.000 eV. The calculation puts the frontier orbital gap at 0.105 Ha.

Record 4
Computed, not measured: one molecule with the formula C3H4N2, with wB97M-V/def2-TZVPD.

XYZ file:
```
9
Properties=species:S:1:pos:R:3:mulliken_charge:R:1
N 0.4259 0.7260 1.1922 -0.63
C 0.2168 -0.4997 0.8934 0.04
C -0.2264 -0.8702 -0.4550 -0.94
C -0.3768 0.3084 -1.0293 0.74
N -0.3082 1.5016 -1.2648 -0.48
H 0.7004 0.8665 2.1543 0.22
H 0.2694 -1.3319 1.5957 0.36
H -0.5163 -1.8390 -0.8231 0.35
H -0.1848 1.1385 -2.2634 0.33
```

The total energy comes out at -6152.397 eV. Its molar mass is 68.1 g mol⁻¹. The HOMO energy comes out at -8.506 eV. The charge is 0. Its structure (SMILES) is [H]/N=C/C=C=N. For the energy relative to the best compared isomer or geometry (same formula, charge and spin), the calculation gives 3.504 eV. The calculation puts the frontier orbital gap at 0.337 Ha.

Record 5
Computed, not measured: a 7-piece molecular cluster, C46H55ClN3O6P3 overall, with wB97M-V/def2-TZVPD.

XYZ file:
```
114
Properties=species:S:1:pos:R:3:mulliken_charge:R:1
C 6.0462 -0.2863 0.6374 -0.67
O 5.2484 0.9097 0.4496 -0.29
C 5.3130 1.7974 1.5914 -0.32
C 5.1666 3.3295 1.1082 -0.62
C 3.9369 3.5797 0.0979 -0.83
C 2.5216 3.2574 0.7985 -0.10
C 2.0920 1.7176 0.6243 -1.32
C 0.5300 1.4571 0.3322 0.94
C -0.0939 2.4547 -0.7834 -0.29
N -0.1922 3.3196 -1.6270 -0.58
C 0.4515 -0.0324 -0.3540 0.39
Cl 1.0980 0.1569 -2.0985 -0.03
C -1.0328 -0.5895 -0.5195 -0.09
N -2.2218 -0.8083 -0.5387 -0.50
P 1.5937 -1.3235 0.4651 0.12
P 0.6467 -2.3723 2.1257 0.91
O 1.5574 -2.1337 3.3690 -0.62
O 0.7253 -4.0832 1.8493 -0.53
O -0.9590 -1.8972 2.4312 -0.54
P -0.3843 1.6076 1.9821 1.19
N -0.4194 3.1366 2.5134 -0.80
O 0.4365 0.7351 3.2310 -0.51
O -2.0400 1.1355 1.9177 -0.42
H 7.0905 0.0163 0.9964 0.35
H 6.1852 -0.7718 -0.4089 0.21
H 5.5215 -1.0686 1.2897 0.25
H 6.3238 1.6863 2.1392 0.48
H 4.5028 1.5705 2.3958 0.10
H 5.0483 4.0122 2.0310 0.12
H 6.1298 3.6329 0.5564 0.36
H 4.0914 2.9138 -0.8216 0.33
H 3.9232 4.6872 -0.2025 0.37
H 1.7428 4.0298 0.4759 0.48
H 2.6816 3.4277 1.9383 0.03
H 2.8005 1.2671 -0.1778 0.46
H 2.3935 1.1772 1.6076 0.29
H 1.7617 -2.3485 -0.5539 0.14
H 1.6719 -4.2927 2.0831 0.35
H -1.0989 -1.6719 3.3806 0.37
H 0.0377 3.7643 1.8339 0.26
H 0.6216 1.3498 3.9867 0.21
H -2.1609 0.4456 2.6206 0.27
C -5.8394 2.9750 -2.0181 -0.54
C -6.9869 2.6074 -2.7147 -0.39
C -7.1691 1.2851 -3.1087 -0.41
C -6.2075 0.3278 -2.7971 -0.16
C -5.0618 0.6948 -2.0971 -0.40
C -4.8753 2.0188 -1.7113 -0.21
H -5.6961 4.0069 -1.7140 0.36
H -7.7397 3.3526 -2.9517 0.36
H -8.0607 0.9998 -3.6578 0.41
H -6.3521 -0.7039 -3.1001 0.13
H -4.3130 -0.0517 -1.8528 0.39
H -3.9794 2.3056 -1.1704 0.41
C 0.6838 3.3141 7.9125 -0.37
C 1.7867 4.1382 8.1173 -0.49
C 2.3175 4.8679 7.0573 -0.49
C 1.7393 4.7809 5.7942 -0.43
C 0.6343 3.9596 5.5895 -0.30
C 0.1088 3.2227 6.6473 -0.60
H 0.2722 2.7427 8.7382 0.38
H 2.2335 4.2113 9.1037 0.38
H 3.1815 5.5052 7.2155 0.47
H 2.1504 5.3536 4.9689 0.46
H 0.1829 3.8934 4.6037 0.60
H -0.7495 2.5781 6.4865 0.43
C 7.6887 -3.9613 -2.3171 -0.41
C 8.7325 -3.8938 -3.2350 -0.35
C 9.9172 -3.2465 -2.8966 -0.37
C 10.0618 -2.6746 -1.6356 -0.37
C 9.0195 -2.7452 -0.7163 -0.36
C 7.8310 -3.3848 -1.0581 -0.35
H 6.7640 -4.4633 -2.5826 0.35
H 8.6224 -4.3455 -4.2156 0.35
H 10.7282 -3.1883 -3.6149 0.35
H 10.9873 -2.1742 -1.3700 0.36
H 9.1331 -2.3007 0.2675 0.37
H 7.0163 -3.4351 -0.3431 0.43
C 8.0306 5.1965 5.7099 -0.33
C 6.8909 5.2789 4.9154 -0.51
C 5.7659 4.5224 5.2305 -0.13
C 5.7773 3.6904 6.3466 -0.44
C 6.9157 3.6109 7.1432 -0.43
C 8.0440 4.3604 6.8228 -0.40
H 8.9088 5.7838 5.4620 0.36
H 6.8797 5.9328 4.0490 0.37
H 4.8794 4.5817 4.6071 0.37
H 4.8983 3.1043 6.5950 0.44
H 6.9238 2.9633 8.0143 0.36
H 8.9331 4.2940 7.4409 0.36
C -10.1447 -2.6184 -6.1235 -0.34
C -9.9737 -2.3809 -4.7629 -0.46
C -8.6941 -2.3515 -4.2162 -0.30
C -7.5836 -2.5504 -5.0334 -0.34
C -7.7550 -2.7842 -6.3945 -0.45
C -9.0352 -2.8226 -6.9391 -0.50
H -11.1427 -2.6447 -6.5487 0.36
H -10.8387 -2.2193 -4.1277 0.38
H -8.5614 -2.1728 -3.1540 0.48
H -6.5855 -2.5228 -4.6086 0.38
H -6.8896 -2.9377 -7.0315 0.36
H -9.1685 -3.0104 -7.9993 0.46
C -9.2380 -6.2449 -6.0940 0.32
C -9.2190 -7.3894 -5.3023 -0.58
C -9.5310 -8.6266 -5.8582 -0.35
C -9.8529 -8.7208 -7.2093 -0.42
C -9.8683 -7.5769 -8.0018 -0.49
C -9.5652 -6.3384 -7.4437 -0.22
H -8.9980 -5.2799 -5.6594 0.09
H -8.9614 -7.3168 -4.2504 0.36
H -9.5226 -9.5177 -5.2391 0.35
H -10.0915 -9.6861 -7.6440 0.36
H -10.1177 -7.6508 -9.0557 0.36
H -9.5826 -5.4463 -8.0605 0.24
```

The total energy comes out at -105735.107 eV. Its molar mass is 874.3 g mol⁻¹. The HOMO energy comes out at -8.994 eV. The charge is 0. Its structure (SMILES) is COCCCCC[C@@](C#N)([C@](Cl)(C#N)PP(=O)(O)O)P(=N)(O)O.c1ccccc1.c1ccccc1.c1ccccc1.c1ccccc1.c1ccccc1.c1ccccc1. The calculation puts the frontier orbital gap at 0.298 Ha.

Record 6
Computed, not measured: one molecule with the formula C3H6O2S2, with wB97M-V/def2-TZVPD.

XYZ file:
```
13
Properties=species:S:1:pos:R:3:mulliken_charge:R:1
C 0.3242 -0.4610 0.3930 -0.70
C -0.4779 1.8235 0.5909 -1.35
C -0.0870 0.7635 -0.3322 0.10
O 1.6967 -2.6770 -0.1114 -0.52
O 0.2453 -2.0108 -1.9974 -0.54
S -1.2343 -3.0603 0.3186 -0.13
S 0.4726 -2.1453 -0.5667 0.93
H 0.7184 -0.3938 1.3685 0.54
H -1.4249 1.6757 1.1144 0.36
H -0.7030 2.6343 0.0395 0.44
H 0.3997 2.1894 1.2437 0.31
H 0.8852 1.1070 -0.8789 0.24
H -0.8150 0.5548 -1.1821 0.33
```

The total energy comes out at -28969.351 eV. Its molar mass is 138.2 g mol⁻¹. The HOMO energy (spin up / spin down) comes out at -10.001 / -9.481 eV. The charge is 0. For the energy relative to the best compared isomer or geometry (same formula, charge and spin), the calculation gives 4.942 eV. The calculation puts the frontier orbital gap (spin up / spin down) at 0.314 / 0.238 Ha.